Entry from OMol25: C55H56AuN6OS5 as an isolated structure (the ωB97M-V functional and the def2-TZVPD basis).

The geometry in ORCA input format:
```
! RIJCOSX wB97M-V def2-TZVPD def2/J DEFGRID3
* xyz 3 1
Au -0.58463 1.24344 -0.11986
N -0.80714 -0.70378 0.16065
S -1.11791 -1.78972 -0.85448
N 0.11771 -2.79807 -1.16239
S 1.30516 -2.38367 -2.09540
N 1.76755 -0.88947 -2.10500
S 2.28783 0.04200 -0.88365
N 1.34941 1.13428 -0.44094
C 2.95546 -1.01408 0.38609
C 2.08168 -1.48741 1.35796
C 2.58656 -2.29618 2.36459
C 3.93607 -2.61597 2.39843
C 4.79623 -2.12544 1.42589
C 4.31351 -1.31484 0.41188
C 3.66853 0.88403 -1.61065
C 4.46344 0.22073 -2.53745
C 5.56212 0.87969 -3.06474
C 5.84809 2.17923 -2.66732
C 5.03828 2.82705 -1.74626
C 3.93828 2.18080 -1.20406
C 2.57510 -3.53802 -1.68091
C 3.66309 -3.60162 -2.54688
C 4.68784 -4.48384 -2.25621
C 4.60961 -5.28852 -1.12477
C 3.51093 -5.21795 -0.28219
C 2.47476 -4.33644 -0.55380
C 0.92770 -2.67742 -3.79713
C 1.25643 -1.75937 -4.78197
C 0.97908 -2.08886 -6.10162
C 0.38993 -3.30607 -6.40950
C 0.06743 -4.21234 -5.40572
C 0.33702 -3.90381 -4.08367
C -2.24264 -2.87739 -0.04521
C -2.07604 -4.25456 -0.05349
C -3.05882 -5.03741 0.53406
C -4.18141 -4.44480 1.09648
C -4.32718 -3.06304 1.09826
C -3.35098 -2.26359 0.53013
C -1.84224 -1.34284 -2.42014
C -1.39843 -0.22027 -3.10177
C -1.91803 0.04199 -4.35968
C -2.86196 -0.80748 -4.92040
C -3.29098 -1.93072 -4.22767
C -2.77921 -2.20967 -2.97120
H 1.03267 -1.22349 1.34043
H 1.91955 -2.66967 3.12921
H 4.32361 -3.23910 3.19268
H 5.85060 -2.36100 1.46298
H 4.99311 -0.91926 -0.32837
H 4.22713 -0.78703 -2.84823
H 6.19238 0.38245 -3.78827
H 6.70703 2.68935 -3.07995
H 5.26393 3.84030 -1.44561
H 3.30223 2.67418 -0.48531
H 3.69688 -3.00451 -3.44922
H 5.53798 -4.55969 -2.91941
H 5.40743 -5.98597 -0.90939
H 3.45332 -5.85616 0.58821
H 1.61410 -4.27106 0.09363
H 1.71428 -0.81527 -4.52599
H 1.22981 -1.39238 -6.88956
H 0.18444 -3.55630 -7.44158
H -0.38642 -5.16111 -5.65476
H 0.10152 -4.60689 -3.29621
H -1.20400 -4.70671 -0.50256
H -2.94954 -6.11285 0.54720
H -4.94652 -5.06554 1.54116
H -5.19910 -2.60927 1.54794
H -3.43758 -1.18622 0.54823
H -0.64530 0.43603 -2.68459
H -1.57713 0.90990 -4.90704
H -3.26462 -0.59509 -5.90094
H -4.02967 -2.58910 -4.66214
H -3.11733 -3.08249 -2.43108
O -0.49724 1.88202 2.23876
S 0.66005 1.47608 3.12712
C 1.63852 2.93338 3.55339
C 0.89883 4.03421 4.23644
C 1.04989 4.21733 5.61064
C 0.35758 5.22027 6.26945
C -0.49966 6.04902 5.55538
C -0.65002 5.87175 4.18672
C 0.04532 4.87144 3.53004
C -0.15456 1.14288 4.70393
C -0.96938 -0.10578 4.55082
C -0.34659 -1.35225 4.56371
C -1.09577 -2.51175 4.45229
C -2.47895 -2.43250 4.32766
C -3.10182 -1.19266 4.30416
C -2.35050 -0.03309 4.41104
H 2.11576 3.22928 2.61715
H 2.41615 2.52636 4.20592
H 1.72279 3.57804 6.16885
H 0.49263 5.35942 7.33246
H -1.03573 6.83966 6.05999
H -1.31012 6.53469 3.63957
H -0.05181 4.74388 2.45933
H -0.76130 2.01662 4.94422
H 0.63202 1.03911 5.45379
H 0.72584 -1.41276 4.70382
H -0.60934 -3.47670 4.49611
H -3.07005 -3.33652 4.27681
H -4.17897 -1.12909 4.22827
H -2.84128 0.93116 4.41042
C -5.38069 3.37481 -2.25091
C -3.92217 3.66219 -2.55276
N -3.20482 4.19783 -1.39018
C -2.69001 3.49515 -0.39668
S -2.86069 1.76075 -0.40606
N -2.07339 4.08715 0.62255
C -1.98478 5.53878 0.80759
C -3.22990 6.12073 1.45949
H -5.88856 3.06744 -3.16309
H -5.88724 4.26302 -1.87466
H -5.48541 2.57792 -1.51554
H -3.82426 4.41437 -3.33575
H -3.39453 2.76713 -2.88347
H -3.23936 5.20156 -1.27552
H -1.83530 3.48717 1.40694
H -1.77239 5.99853 -0.16069
H -1.10019 5.72477 1.41486
H -4.12998 5.90866 0.88254
H -3.13206 7.20186 1.54415
H -3.36859 5.71205 2.45916
*
```

Orbital gap: 0.1990 Eh
HOMO energy: -14.83 eV

Mulliken atomic charge list, values in e, 6 entries: 0.74 -0.16 1.12 0.23 1.25 0.10

---

Entry from OMol25: one molecule with the formula C4H5BrN2O2 (the ωB97M-V functional and the def2-TZVPD basis).

The geometry in ORCA input format:
```
! RIJCOSX wB97M-V def2-TZVPD def2/J DEFGRID3
* xyz 0 1
C -1.47341 1.43797 -0.63554
C 0.45328 -1.16455 0.19989
C -0.89353 1.23277 0.83654
C 1.11619 0.13604 0.45164
N -1.02124 0.98188 -1.62318
N 1.15981 -2.05915 -0.56684
O -0.51381 -1.55871 0.83421
O 0.49763 1.14913 0.91842
Br 2.98400 0.25070 -0.10474
H -2.53445 1.93292 -0.69258
H -1.14725 2.10935 1.41434
H -1.14323 0.17141 1.18373
H 1.69124 -1.67902 -1.38140
H 0.82474 -2.94076 -0.83447
*
```

Orbital gap (spin up / spin down): 0.2645 / 0.3296 Eh
HOMO energy (spin up / spin down): -8.01 / -9.53 eV

Mulliken atomic charge list, values in e, 6 entries: 0.11 0.85 -0.40 0.15 -0.46 -0.52

---

Entry from OMol25: an isolated ion of composition C4Cl3S2 and charge -1 (the ωB97M-V functional and the def2-TZVPD basis).

The geometry in ORCA input format:
```
! RIJCOSX wB97M-V def2-TZVPD def2/J DEFGRID3
* xyz -1 1
C 1.26435 0.19612 -1.01581
C -1.19730 0.60086 -0.27645
C 1.40121 -0.47832 0.09355
C -1.21588 -0.03322 0.85791
S 1.62269 0.74239 -2.46455
S 0.22794 -0.92111 1.41852
Cl -2.50404 1.37929 -1.11982
Cl 2.96759 -1.22369 0.46437
Cl -2.56658 -0.26231 2.04229
*
```

Orbital gap (spin up / spin down): 0.2529 / 0.2530 Eh
HOMO energy (spin up / spin down): -3.94 / -3.94 eV

Mulliken atomic charge list, values in e, 6 entries: -0.05 -0.37 0.53 0.32 -0.40 -0.26

---

DFT total energy in eV, matching the order above: -126770.338, -81342.612, -63384.138
Strongest force on any atom in eV/A, matching the order above: 0.887, 5.255, 1.961